# C19H22N4O6

An isolated molecule of C19H22N4O6 (ωB97M-V/def2-TZVPD, OMol25).

```
51
Properties=species:S:1:pos:R:3
C -4.40 -1.03 2.33
C -4.69 -2.03 1.52
C -3.96 -2.40 0.27
N -2.93 -1.44 -0.12
C -1.62 -1.70 0.28
O -1.35 -2.70 0.91
C -0.65 -0.71 -0.15
C 0.72 -0.89 0.22
N 1.62 -0.08 -0.17
C 2.97 -0.17 0.03
C 3.67 -1.38 -0.25
O 2.89 -2.43 -0.62
C 3.51 -3.63 -0.99
C 5.05 -1.41 -0.15
C 5.76 -0.27 0.22
C 5.11 0.91 0.48
C 3.72 0.96 0.38
N 3.07 2.20 0.66
O 1.85 2.24 0.62
O 3.77 3.16 0.90
C -1.07 0.41 -0.86
O -0.24 1.34 -1.27
N -2.37 0.58 -1.17
C -2.79 1.79 -1.87
C -2.73 3.04 -0.99
C -3.54 2.92 0.31
C -2.69 2.46 1.49
C -3.36 -0.34 -0.82
O -4.51 -0.18 -1.15
H -4.97 -0.83 3.21
H -3.57 -0.36 2.14
H -5.52 -2.68 1.74
H -3.45 -3.36 0.41
H -4.67 -2.48 -0.56
H 0.91 -1.73 0.89
H 4.07 -4.08 -0.16
H 2.70 -4.30 -1.28
H 4.18 -3.49 -1.85
H 5.59 -2.32 -0.34
H 6.84 -0.32 0.30
H 5.64 1.80 0.77
H 0.66 1.17 -0.87
H -2.14 1.92 -2.74
H -3.81 1.61 -2.20
H -3.12 3.86 -1.59
H -1.69 3.27 -0.75
H -4.37 2.23 0.16
H -3.97 3.89 0.55
H -1.87 3.15 1.66
H -3.30 2.43 2.39
H -2.27 1.47 1.33
```

Properties
SMILES   C=CCn1c(=O)c(/C=N/c2c(OC)cccc2[N+](=O)[O-])c(O)n(CCCC)c1=O
Total charge   0
LUMO   -0.622 eV
HOMO   -0.3083 hartree
F_max   1.68 eV Å⁻¹
Orbital gap   7.7672 eV
ΔE to the lowest compared entry with this formula, charge and spin   2.6049 eV


# C19H43MnN9O4S

A structure of composition C19H43MnN9O4S (ωB97M-V/def2-TZVPD, OMol25).

```
77
Properties=species:S:1:pos:R:3
Mn 0.64 -1.02 0.96
N -0.39 0.51 2.41
C 0.72 1.11 3.17
C 1.96 1.19 2.31
O 2.80 2.04 2.48
N 2.02 0.22 1.35
C 3.10 0.32 0.36
C 2.57 -0.30 -0.90
O 3.02 -0.09 -2.00
O 1.55 -1.13 -0.67
H -0.80 1.19 1.78
H -1.11 0.20 3.05
H 0.95 0.46 4.02
H 0.50 2.10 3.55
H 3.99 -0.22 0.69
H 3.39 1.35 0.20
N -1.90 -3.60 -1.12
C -1.80 -2.54 -0.30
N -2.91 -1.81 -0.05
O -0.71 -2.31 0.26
H -2.75 -3.80 -1.63
H -1.07 -4.10 -1.34
H -3.71 -1.90 -0.66
H -2.76 -0.90 0.33
C 3.11 -2.33 3.03
N 2.23 -3.39 3.50
C 2.85 -4.71 3.59
C 0.89 -3.24 3.39
N 0.39 -2.18 2.78
N 0.11 -4.22 3.93
C -1.29 -4.29 3.55
C 0.38 -4.71 5.28
H 4.10 -2.50 3.45
H 2.75 -1.36 3.35
H 3.19 -2.33 1.94
H 3.55 -4.84 2.77
H 2.10 -5.50 3.51
H 3.39 -4.83 4.53
H -0.61 -2.15 2.92
H -1.92 -3.58 4.10
H -1.65 -5.30 3.77
H -1.40 -4.12 2.48
H 1.38 -4.44 5.60
H 0.28 -5.80 5.32
H -0.33 -4.28 5.99
C -1.83 0.93 -5.01
C -0.75 1.74 -5.74
C 0.68 1.51 -5.24
C 1.01 2.14 -3.90
N 0.36 1.42 -2.80
C -0.23 1.92 -1.72
S -1.05 0.84 -0.67
N -0.14 3.24 -1.50
C -0.80 3.98 -0.42
C -2.28 4.23 -0.64
C -2.61 5.32 -1.66
C -2.26 4.97 -3.11
H -2.79 1.03 -5.52
H -1.96 1.24 -3.98
H -1.57 -0.14 -5.01
H -0.98 2.80 -5.67
H -0.78 1.48 -6.80
H 1.38 1.93 -5.97
H 0.90 0.43 -5.19
H 0.66 3.17 -3.91
H 2.09 2.15 -3.73
H 0.41 0.41 -2.83
H 0.39 3.78 -2.15
H -0.27 4.93 -0.32
H -0.64 3.42 0.51
H -2.71 4.52 0.33
H -2.76 3.29 -0.94
H -2.10 6.25 -1.38
H -3.68 5.52 -1.60
H -1.18 4.99 -3.29
H -2.71 5.69 -3.80
H -2.63 3.98 -3.37
```

Properties
Total charge   +1
LUMO (alpha / beta)   -3.275 / -2.293 eV
HOMO (alpha / beta)   -0.4031 / -0.4077 hartree
F_max   0.79 eV Å⁻¹
Orbital gap (alpha / beta)   7.6925 / 8.8017 eV
ΔE to the lowest compared entry with this formula, charge and spin   1.1186 eV
⟨S²⟩   6.068
2S+1   5


# C17H25N5O5PdSSe

A structure of composition C17H25N5O5PdSSe (ωB97M-V/def2-TZVPD, OMol25).

```
55
Properties=species:S:1:pos:R:3
Pd 0.73 1.98 -2.23
O -1.64 1.32 -2.60
C -2.47 1.72 -1.52
C -2.17 3.14 -1.06
N -0.79 3.27 -0.60
C -0.24 4.58 -0.82
C -0.14 4.80 -2.45
O -0.85 5.65 -2.90
O 0.66 3.99 -2.96
C -0.51 2.63 0.68
C 0.10 1.20 0.59
O -0.20 0.39 1.45
O 0.92 0.95 -0.34
H -1.99 1.71 -3.42
H -2.30 1.00 -0.71
H -3.52 1.65 -1.83
H -2.88 3.41 -0.27
H -2.33 3.83 -1.89
H 0.78 4.67 -0.41
H -0.88 5.39 -0.47
H -1.42 2.55 1.29
H 0.23 3.21 1.24
C 0.79 -1.44 3.81
N -0.07 -2.15 2.90
C 0.09 -2.27 1.58
Se 1.44 -1.56 0.56
N -0.96 -2.93 1.06
C -1.83 -3.26 2.07
C -3.04 -3.93 2.08
C -3.65 -4.10 3.31
C -3.09 -3.58 4.49
C -1.89 -2.90 4.48
C -1.25 -2.75 3.26
H 1.42 -0.75 3.24
H 1.41 -2.13 4.38
H 0.16 -0.87 4.50
H -1.09 -3.12 0.08
H -3.47 -4.31 1.17
H -4.58 -4.65 3.36
H -3.61 -3.74 5.42
H -1.47 -2.51 5.40
C 1.60 -0.53 -4.08
N 2.63 -0.84 -3.11
C 3.34 0.08 -2.46
S 3.13 1.76 -2.79
N 4.27 -0.28 -1.58
C 4.67 -1.63 -1.28
H 1.09 -1.45 -4.35
H 2.03 -0.08 -4.97
H 0.86 0.18 -3.64
H 2.83 -1.82 -2.94
H 4.79 0.47 -1.15
H 5.22 -2.08 -2.12
H 3.80 -2.24 -1.04
H 5.32 -1.63 -0.41
```

Properties
Total charge   +2
LUMO (alpha / beta)   -4.780 / -9.464 eV
HOMO (alpha / beta)   -0.5067 / -0.5239 hartree
F_max   1.78 eV Å⁻¹
Orbital gap (alpha / beta)   9.0086 / 4.7924 eV
ΔE to the lowest compared entry with this formula, charge and spin   1.1456 eV
⟨S²⟩   6.023
2S+1   5


# C4H7N2

The ion C4H7N2 with charge +1 (ωB97M-V/def2-TZVPD, OMol25).

```
13
Properties=species:S:1:pos:R:3
C -2.13 -0.33 0.07
C 1.02 -0.96 0.52
C 0.00 1.22 0.07
C 0.04 -0.74 -0.57
N -0.99 0.09 -0.10
N 1.03 0.27 -0.26
H -2.79 0.44 0.41
H 1.88 -1.56 0.20
H -0.36 1.77 -0.73
H -0.07 1.67 0.99
H 0.77 -0.96 1.57
H -0.24 -1.47 -1.37
H 1.84 0.55 -0.79
```

Properties
Total charge   +1
LUMO (alpha / beta)   -3.478 / -5.373 eV
HOMO (alpha / beta)   -0.3761 / -0.5787 hartree
F_max   8.04 eV Å⁻¹
Orbital gap (alpha / beta)   6.7563 / 10.3754 eV
ΔE to the lowest compared entry with this formula, charge and spin   4.2357 eV
⟨S²⟩   2.007
2S+1   3


# H28HeO14

A structure of composition H28HeO14 (ωB97M-V/def2-TZVPD, OMol25).

```
43
Properties=species:S:1:pos:R:3
He 19.49 2.40 11.46
O 20.48 -1.33 10.70
H 19.82 -1.32 11.39
H 20.65 -0.40 10.52
O 17.59 -0.98 9.09
H 17.41 -0.32 9.76
H 17.66 -1.80 9.57
O 19.27 2.00 7.42
H 19.53 2.06 8.34
H 18.31 1.96 7.44
O 21.40 3.94 10.82
H 21.99 3.80 11.56
H 21.39 3.10 10.36
O 16.01 1.65 14.29
H 16.00 1.41 15.22
H 16.86 2.06 14.16
O 16.86 3.59 9.79
H 16.06 3.94 10.18
H 17.47 4.33 9.80
O 21.36 1.30 9.81
H 22.02 1.06 10.46
H 21.64 0.86 9.01
O 18.57 3.01 13.80
H 19.07 3.41 14.51
H 19.22 2.81 13.13
O 16.89 1.12 11.19
H 16.02 0.72 11.22
H 16.76 1.95 10.74
O 18.41 -0.91 12.89
H 18.12 -0.23 12.28
H 17.85 -1.66 12.69
O 21.25 -0.53 13.84
H 20.43 -0.04 13.90
H 21.00 -1.44 13.97
O 17.01 5.34 14.07
H 17.35 4.50 13.78
H 17.21 5.36 15.01
O 23.18 3.22 12.72
H 24.11 3.43 12.69
H 22.97 3.19 13.65
O 19.10 5.22 9.86
H 19.42 5.11 8.97
H 19.67 4.67 10.40
```

Properties
Total charge   0
LUMO   -0.285 eV
HOMO   -0.3888 hartree
F_max   1.16 eV Å⁻¹
Orbital gap   10.2951 eV
ΔE to the lowest compared entry with this formula, charge and spin   0.9887 eV


# C19H27F2GeSi

A structure of composition C19H27F2GeSi (ωB97M-V/def2-TZVPD, OMol25).

```
50
Properties=species:S:1:pos:R:3
C -0.72 -2.57 2.88
Si -0.78 -0.71 2.65
C -0.33 0.04 4.31
H 0.04 -0.16 1.42
C -2.63 -0.30 2.44
Ge -2.97 0.69 0.78
C -4.85 1.09 0.57
C -1.90 2.31 0.84
C -2.35 -0.46 -0.67
H -1.38 -2.87 3.71
H -1.06 -3.08 1.97
H 0.30 -2.91 3.11
H -0.99 -0.35 5.09
H 0.71 -0.20 4.59
H -0.44 1.13 4.28
H -3.22 -1.24 2.42
H -2.97 0.33 3.30
H -4.98 1.64 -0.38
H -5.42 0.15 0.53
H -5.19 1.71 1.41
H -1.98 2.83 -0.13
H -2.29 2.95 1.65
H -0.85 2.05 1.04
H -2.45 0.08 -1.62
H -1.29 -0.71 -0.50
H -2.95 -1.38 -0.68
F 4.59 -3.29 -1.00
C 4.49 -1.93 -0.80
C 5.55 -1.27 -0.18
C 5.44 0.11 0.00
C 4.30 0.80 -0.39
C 3.18 0.12 -0.95
C 1.97 0.85 -1.12
C 1.04 0.64 -2.19
C 0.46 1.78 -2.82
C -0.53 1.65 -3.77
C -0.96 0.39 -4.20
C -0.39 -0.72 -3.58
F -0.87 -1.98 -3.93
C 0.61 -0.64 -2.63
C 3.36 -1.27 -1.27
H 6.41 -1.84 0.18
H 6.29 0.67 0.40
H 4.25 1.88 -0.32
H 1.94 1.84 -0.64
H 0.86 2.76 -2.55
H -0.94 2.54 -4.25
H -1.76 0.26 -4.93
H 1.01 -1.56 -2.22
H 2.65 -1.82 -1.87
```

Properties
Total charge   +1
LUMO   -6.536 eV
HOMO   -0.4289 hartree
F_max   2.63 eV Å⁻¹
Orbital gap   5.1351 eV


# C6H6Cl18

A structure of composition C6H6Cl18 (ωB97M-V/def2-TZVPD, OMol25).

```
30
Properties=species:S:1:pos:R:3
C 4.07 -0.99 0.44
Cl 4.79 -0.98 2.10
Cl 3.62 -2.69 -0.05
Cl 5.20 -0.23 -0.69
H 3.16 -0.39 0.45
C -3.79 -1.42 0.71
Cl -4.39 -3.00 1.29
Cl -2.04 -1.52 0.57
Cl -4.41 -0.04 1.72
H -4.17 -1.39 -0.31
C 0.73 3.45 -1.88
Cl 0.33 5.05 -1.11
Cl 1.92 3.73 -3.22
Cl -0.62 2.58 -2.63
H 1.11 2.81 -1.08
C -2.53 1.80 2.82
Cl -1.25 0.68 2.40
Cl -2.89 2.81 1.44
Cl -2.21 2.77 4.28
H -3.40 1.15 2.91
C 0.00 0.01 0.32
Cl 1.47 -0.44 1.20
Cl -0.06 -0.91 -1.17
Cl 0.03 1.74 -0.08
H -0.89 -0.22 0.91
C 1.25 -2.81 -2.12
Cl 0.25 -4.27 -2.16
Cl 0.76 -1.77 -3.53
Cl 2.95 -3.25 -2.35
H 1.03 -2.27 -1.20
```

Properties
Total charge   0
LUMO   -0.164 eV
HOMO   -0.3525 hartree
F_max   4.41 eV Å⁻¹
Orbital gap   9.4295 eV
ΔE to the lowest compared entry with this formula, charge and spin   7.9338 eV


# C37H81N4O3

A cluster of 5 separate species, C37H81N4O3 in total (ωB97M-V/def2-TZVPD, OMol25).

```
125
Properties=species:S:1:pos:R:3
C -6.12 -2.10 -5.78
C -7.50 -2.13 -6.45
C -7.35 -2.97 -7.73
N -8.67 -3.34 -8.48
C -8.21 -3.84 -9.90
C -9.45 -4.23 -10.78
C -10.37 -3.01 -10.87
C -10.81 -2.48 -9.48
C -9.66 -2.15 -8.62
C -9.36 -4.39 -7.57
H -5.39 -1.89 -6.57
H -5.82 -3.07 -5.38
H -6.03 -1.45 -4.92
H -7.82 -1.15 -6.80
H -8.26 -2.48 -5.74
H -6.95 -3.97 -7.53
H -6.67 -2.49 -8.43
H -7.61 -3.09 -10.41
H -7.64 -4.74 -9.69
H -9.02 -4.33 -11.78
H -9.95 -5.13 -10.45
H -9.82 -2.26 -11.43
H -11.21 -3.22 -11.53
H -11.33 -1.54 -9.67
H -11.54 -3.11 -8.96
H -9.11 -1.34 -9.10
H -10.07 -1.85 -7.66
H -8.57 -5.10 -7.33
H -10.18 -4.82 -8.16
H -9.71 -3.88 -6.68
C -1.86 5.51 7.53
C -1.19 4.18 7.63
C -0.79 3.66 9.01
N -0.23 2.21 8.98
C 0.35 1.97 10.45
C 0.73 0.51 10.58
C -0.44 -0.47 10.20
C -0.82 -0.27 8.68
C -1.33 1.20 8.53
C 0.98 2.13 7.96
H -1.24 6.30 7.95
H -2.82 5.52 8.04
H -1.98 5.73 6.47
H -0.33 4.23 6.95
H -1.83 3.51 7.07
H -1.67 3.67 9.66
H 0.02 4.26 9.43
H -0.47 2.14 11.15
H 1.14 2.71 10.55
H 1.08 0.38 11.61
H 1.71 0.24 10.18
H -1.27 -0.31 10.89
H -0.05 -1.48 10.31
H -1.65 -0.87 8.30
H 0.02 -0.36 7.99
H -2.15 1.50 9.18
H -1.60 1.43 7.50
H 1.43 1.17 7.70
H 1.76 2.87 8.14
H 0.59 2.43 6.99
C -0.14 -6.61 2.38
C 0.48 -5.70 1.35
C 1.77 -6.39 0.79
N 2.84 -5.32 0.33
C 4.15 -5.99 -0.30
C 3.82 -6.92 -1.47
C 2.98 -6.23 -2.52
C 1.88 -5.29 -2.08
C 2.32 -4.46 -0.83
C 3.28 -4.33 1.41
H -0.57 -7.51 1.93
H -1.01 -6.10 2.78
H 0.63 -6.83 3.11
H 0.69 -4.72 1.78
H -0.22 -5.48 0.55
H 1.66 -7.14 0.01
H 2.29 -6.97 1.54
H 4.62 -6.54 0.51
H 4.79 -5.17 -0.62
H 3.32 -7.81 -1.09
H 4.73 -7.30 -1.96
H 2.61 -7.02 -3.16
H 3.75 -5.61 -2.98
H 0.93 -5.72 -1.74
H 1.57 -4.57 -2.85
H 1.47 -3.86 -0.50
H 3.00 -3.64 -1.05
H 3.69 -4.85 2.28
H 2.55 -3.60 1.76
H 4.11 -3.77 0.98
C 5.86 7.75 2.93
C 5.71 6.85 1.71
C 7.00 6.54 1.01
N 7.01 5.83 -0.32
C 8.47 5.93 -0.89
C 8.70 5.37 -2.25
C 7.67 5.70 -3.28
C 6.21 5.72 -2.79
C 6.06 6.46 -1.40
C 6.59 4.32 -0.20
H 6.47 7.19 3.64
H 4.94 8.08 3.40
H 6.40 8.68 2.76
H 4.99 7.31 1.03
H 5.27 5.90 2.03
H 7.71 6.03 1.67
H 7.50 7.47 0.75
H 8.62 7.01 -0.99
H 9.13 5.44 -0.17
H 9.70 5.61 -2.60
H 8.70 4.28 -2.25
H 7.88 6.72 -3.60
H 7.73 5.08 -4.18
H 5.66 6.41 -3.42
H 5.79 4.71 -2.78
H 6.47 7.46 -1.54
H 5.06 6.62 -1.01
H 7.18 3.86 0.59
H 6.89 3.76 -1.08
H 5.55 4.25 0.10
O 0.27 2.72 -0.68
C -0.24 2.80 0.51
O -0.53 3.97 0.65
O -0.28 1.81 1.31
H 0.00 3.64 -0.72
```

Properties
Total charge   +3
LUMO   -4.158 eV
HOMO   -0.3681 hartree
F_max   6.47 eV Å⁻¹
Orbital gap   5.8575 eV
ΔE to the lowest compared entry with this formula, charge and spin   0.9258 eV


# CH3N2O3S

A cluster of 2 separate species, CH3N2O3S in total (ωB97M-V/def2-TZVPD, OMol25).

```
10
Properties=species:S:1:pos:R:3
C -1.24 -0.66 0.08
N -1.17 0.80 -0.36
N -0.37 1.68 0.11
O -2.25 -1.20 -0.32
O -0.28 -0.98 0.77
O 2.27 -1.11 -0.29
S 3.24 0.18 0.08
H -1.94 1.14 -0.93
H 0.32 1.18 0.69
H 1.41 -1.04 0.17
```

Properties
Total charge   -1
LUMO (alpha / beta)   1.612 / 1.164 eV
HOMO (alpha / beta)   -0.0839 / -0.0766 hartree
F_max   3.15 eV Å⁻¹
Orbital gap (alpha / beta)   3.8951 / 3.2495 eV
ΔE to the lowest compared entry with this formula, charge and spin   3.1298 eV


# C5H8

An isolated molecule of C5H8 (ωB97M-V/def2-TZVPD, OMol25).

```
13
Properties=species:S:1:pos:R:3
C 0.15 2.30 1.00
C 0.29 1.00 1.00
C 0.41 -0.29 0.93
C -0.45 -1.14 0.02
C -0.05 -0.98 -1.46
H 0.74 2.90 0.32
H -0.53 2.82 1.67
H 1.18 -0.78 1.53
H -1.50 -0.84 0.14
H -0.38 -2.19 0.32
H -0.17 0.07 -1.77
H 0.99 -1.27 -1.62
H -0.68 -1.60 -2.10
```

Properties
SMILES   C=C=CCC
Total charge   0
LUMO   1.103 eV
HOMO   -0.3455 hartree
F_max   0.24 eV Å⁻¹
Orbital gap   10.5043 eV
ΔE to the lowest compared entry with this formula, charge and spin   1.2183 eV


no.,total energy (a.u.),molar mass (g mol⁻¹)
1,-1407.61519,402.407
2,-3092.69893,548.617
3,-4239.66432,596.864
4,-265.56885,83.114
5,-1073.05318,256.213
6,-3306.03114,394.117
7,-8515.36261,716.268
8,-1902.15341,630.080
9,-773.27681,123.113
10,-195.24726,68.119